C6H7NO | the ωB97M-V functional and the def2-TZVPD basis

Values from the calculation:
* max |F|: 4.3 eV/A
* gap between HOMO and LUMO: 0.3533 Eh
* LUMO energy: 0.84 eV
* structure (SMILES): C=C(C)c1ncco1
* total charge: 0
* electronic energy: -362.74053 hartree
* spin multiplicity: 1

XYZ file:
```
15
Properties=species:S:1:pos:R:3:forces:R:3
C -1.359 -0.123 -1.613 -1.54 -0.89 -3.93
C -0.167 -0.135 -1.076 1.67 0.22 1.68
C 1.224 -0.643 -1.587 0.17 1.58 -2.23
C -0.232 0.317 0.335 0.31 -2.69 0.89
N -1.287 0.234 1.110 1.86 2.63 0.80
C -0.719 0.641 2.358 -2.12 -1.92 2.03
C 0.629 0.595 2.317 -3.38 0.19 -2.28
O 0.953 0.383 1.016 0.30 0.59 -0.62
H -2.337 0.070 -1.113 1.33 0.19 -0.28
H -1.407 -0.386 -2.735 -0.21 0.18 1.84
H 2.013 0.218 -1.482 -1.22 -1.94 0.73
H 1.497 -1.677 -1.145 -0.25 2.04 -0.70
H 1.253 -0.643 -2.772 -0.56 -0.69 2.31
H -1.365 0.620 3.326 1.28 0.30 -2.08
H 1.305 0.529 3.062 2.35 0.21 1.86
```
Forces are in eV/Å.



C3HF3S | the ωB97M-V functional and the def2-TZVPD basis

Values from the calculation:
* max |F|: 4.5 eV/A
* gap between HOMO and LUMO (spin up / spin down): 0.2341 / 0.2346 Eh
* LUMO energy (spin up / spin down): -4.42 / -4.40 eV
* total charge: 0
* electronic energy: -812.43231 hartree
* spin multiplicity: 1

XYZ file:
```
8
Properties=species:S:1:pos:R:3:forces:R:3
C 1.591 -1.981 -0.293 1.09 0.48 0.67
C 0.413 -1.790 -0.199 -4.17 1.57 -0.27
C -0.827 1.147 0.087 0.16 -0.14 -0.78
F -0.259 1.057 1.272 0.44 -0.60 0.14
F -1.457 2.313 0.088 -0.66 0.57 -0.38
F 0.112 1.180 -0.882 -0.41 -0.01 0.77
S -2.084 -0.151 -0.271 2.89 -1.34 0.23
H 2.511 -1.775 0.200 0.66 -0.53 -0.39
```
Forces are in eV/Å.



C2H8N3O2 | the ωB97M-V functional and the def2-TZVPD basis

Values from the calculation:
* max |F|: 1.4 eV/A
* gap between HOMO and LUMO (spin up / spin down): 0.2761 / 0.2759 Eh
* LUMO energy (spin up / spin down): -5.93 / -5.93 eV
* total charge: +1
* electronic energy: -395.29269 hartree
* spin multiplicity: 1

XYZ file:
```
15
Properties=species:S:1:pos:R:3:forces:R:3
C -0.600 -1.152 0.262 -0.29 -1.30 -0.33
C 1.247 0.744 -0.893 0.19 1.25 -0.46
N -0.597 0.250 0.413 -0.47 0.93 0.73
N 2.141 0.023 -0.282 -0.05 -0.25 -0.11
N -1.619 0.872 0.033 0.20 -0.42 0.00
O 2.278 -1.180 -0.417 0.39 -0.88 -0.01
O 2.879 0.662 0.655 0.06 0.90 0.45
H 0.344 -1.536 -0.160 -0.07 0.31 0.06
H -0.599 -1.580 1.271 -0.10 0.17 0.04
H -1.450 -1.541 -0.310 0.00 0.07 0.05
H 0.784 0.350 -1.778 0.08 -0.33 0.01
H 1.248 1.803 -0.696 0.10 -0.01 0.05
H -2.397 0.428 -0.471 0.22 0.00 0.05
H -1.693 1.857 0.276 0.10 -0.05 -0.08
H 3.529 0.053 1.053 -0.36 -0.40 -0.45
```
Forces are in eV/Å.



C3H10N3 | the ωB97M-V functional and the def2-TZVPD basis

Values from the calculation:
* max |F|: 1.9 eV/A
* gap between HOMO and LUMO: 0.2882 Eh
* LUMO energy: -4.41 eV
* total charge: +1
* electronic energy: -284.28593 hartree
* spin multiplicity: 1

XYZ file:
```
16
Properties=species:S:1:pos:R:3:forces:R:3
C -0.612 1.618 1.904 0.54 -0.40 -0.14
N 0.256 0.691 1.938 -0.25 0.18 0.10
H -1.478 1.463 1.271 -0.12 0.23 0.05
H -0.444 2.528 2.467 -0.30 0.09 -0.01
H 1.050 0.864 2.551 0.13 -0.34 -0.18
H 0.014 -0.270 1.294 -0.37 0.21 0.13
C 0.597 -0.213 -1.330 0.07 0.04 -0.13
C -0.318 -1.112 -0.951 -0.43 0.55 -0.36
N -0.775 -1.215 0.428 1.87 0.09 0.07
N 0.941 0.115 -2.636 -0.02 -0.69 0.40
H 1.163 0.359 -0.607 -0.28 0.18 0.29
H -0.854 -1.697 -1.688 -0.02 -0.04 0.03
H -0.581 -2.155 0.755 -0.46 -0.03 0.26
H -1.744 -0.976 0.560 -0.39 -0.31 -0.21
H 1.017 -0.673 -3.260 -0.29 0.02 -0.24
H 1.768 0.674 -2.697 0.31 0.23 -0.05
```
Forces are in eV/Å.



CH4BF | the ωB97M-V functional and the def2-TZVPD basis

Values from the calculation:
* max |F|: 4.2 eV/A
* gap between HOMO and LUMO: 0.4443 Eh
* LUMO energy: 0.48 eV
* total charge: 0
* electronic energy: -165.12124 hartree
* spin multiplicity: 1

XYZ file:
```
7
Properties=species:S:1:pos:R:3:forces:R:3
B -0.601 0.511 -0.049 -2.00 2.55 1.37
C 0.591 -0.270 -0.243 1.99 -3.54 1.11
F 1.926 0.022 0.072 -2.03 -0.21 -0.55
H -1.585 -0.030 -0.446 0.03 -0.09 -0.04
H -0.751 1.654 0.472 0.55 -1.40 -0.55
H 0.505 -1.261 -0.853 0.61 1.78 1.26
H -0.085 -0.627 1.046 0.87 0.91 -2.61
```
Forces are in eV/Å.



C37H35F3N6O9S6Zr | the ωB97M-V functional and the def2-TZVPD basis

Values from the calculation:
* max |F|: 3.1 eV/A
* gap between HOMO and LUMO: 0.2797 Eh
* LUMO energy: -0.14 eV
* total charge: 0
* electronic energy: -5172.63305 hartree
* spin multiplicity: 1

XYZ file:
```
97
Properties=species:S:1:pos:R:3:forces:R:3
Zr 8.655 -12.935 12.845 -1.22 0.77 -2.76
C 12.766 -15.272 16.775 0.12 0.74 0.73
C 12.999 -14.112 15.843 0.17 0.51 -0.22
N 13.146 -14.211 14.566 -0.48 -0.48 0.90
N 12.882 -15.467 14.098 0.05 -0.77 -0.61
C 13.247 -15.833 12.821 -0.02 0.35 0.27
N 12.628 -16.949 12.383 0.06 -0.39 -0.30
S 14.372 -14.993 11.893 -0.52 -0.28 0.30
C 13.045 -12.701 16.355 0.23 -0.30 -0.32
C 13.554 -12.388 17.615 -0.42 -0.58 0.39
C 13.642 -11.065 18.000 -0.33 -0.03 -0.86
C 13.244 -10.104 17.057 0.35 -0.32 1.35
C 12.716 -10.498 15.849 0.05 -0.50 0.30
N 12.604 -11.779 15.505 0.06 0.19 -0.08
H 11.743 -15.598 16.690 -0.71 -0.10 0.09
H 12.931 -14.980 17.840 -0.13 -0.36 -0.94
H 13.362 -16.141 16.522 0.42 -0.04 -0.03
H 12.243 -16.083 14.619 0.32 0.48 -0.43
H 12.012 -17.538 12.947 0.16 0.45 -0.06
H 12.921 -17.294 11.477 -0.05 0.13 0.36
H 13.746 -13.217 18.295 0.33 0.41 -0.06
H 13.966 -10.781 18.994 0.08 0.01 -0.13
H 13.311 -9.090 17.395 -0.11 0.62 -0.37
H 12.336 -9.785 15.143 -0.09 0.30 -0.29
F 7.432 -14.484 18.986 0.43 0.21 0.16
C 8.124 -13.988 17.944 0.20 -0.18 -0.22
F 9.328 -14.594 17.887 -0.42 -0.15 0.19
F 8.390 -12.689 18.173 -0.27 -0.02 0.30
C 7.330 -14.169 16.692 -0.63 0.17 -0.23
C 5.982 -14.534 16.703 0.60 0.09 -0.21
C 5.262 -14.623 15.516 0.17 0.25 0.97
C 5.877 -14.229 14.361 -0.13 -0.44 -0.79
N 7.126 -13.804 14.369 0.59 0.04 -0.68
C 7.864 -13.776 15.469 1.08 0.86 0.11
S 9.444 -12.986 15.150 -0.01 -0.58 1.75
H 5.461 -14.712 17.627 0.11 -0.23 0.30
H 4.241 -14.919 15.590 -0.48 -0.17 -0.38
H 5.443 -14.270 13.372 -0.34 0.09 0.00
O 7.537 -11.084 13.267 0.46 -0.52 0.31
S 6.435 -10.072 13.082 -0.70 -0.36 -0.23
C 6.827 -9.091 11.640 -0.41 -0.18 -0.09
C 8.035 -8.216 11.668 0.65 -0.46 0.69
C 9.355 -8.879 12.068 -0.45 -1.37 -0.21
C 10.122 -9.615 10.972 0.24 -0.24 -0.17
S 11.105 -11.039 11.569 -0.37 -0.01 -0.74
O 10.368 -11.495 12.812 -1.18 -1.32 0.93
C 12.558 -10.391 12.276 0.79 -0.26 0.31
C 13.499 -11.348 12.670 0.45 1.11 -0.31
C 14.783 -10.911 13.019 -1.35 -0.03 -0.49
C 15.107 -9.566 12.999 -0.31 -0.08 0.16
C 14.108 -8.627 12.714 0.53 0.26 -0.10
C 12.827 -9.041 12.357 0.48 -0.03 -0.38
C 6.701 -8.942 14.426 -0.07 0.89 -0.99
C 6.270 -7.605 14.287 0.52 -0.66 1.04
C 6.474 -6.743 15.357 0.15 -0.30 -0.40
C 7.100 -7.220 16.514 -0.55 0.34 0.08
C 7.491 -8.539 16.614 0.12 -0.19 -0.50
C 7.341 -9.423 15.541 -0.50 0.89 0.42
H 5.917 -8.504 11.489 -0.07 0.04 -0.04
H 6.848 -9.811 10.817 -0.08 -0.25 0.19
H 7.888 -7.412 12.363 -0.10 0.56 0.21
H 8.090 -7.818 10.694 0.25 0.83 -1.26
H 9.119 -9.613 12.858 0.50 0.53 -0.10
H 10.009 -8.131 12.427 0.57 0.84 0.85
H 10.864 -9.000 10.459 -0.27 0.13 -0.21
H 9.471 -10.115 10.252 0.07 0.19 0.02
H 13.290 -12.394 12.634 -0.12 -0.57 0.02
H 15.491 -11.673 13.203 0.81 -0.54 0.35
H 16.145 -9.298 13.200 -0.41 0.27 -0.04
H 14.395 -7.579 12.683 -0.28 -0.09 0.07
H 12.051 -8.393 11.989 0.23 0.63 0.25
H 5.850 -7.264 13.362 -0.30 0.15 -0.17
H 6.179 -5.705 15.251 0.02 -0.06 0.18
H 7.215 -6.559 17.370 0.10 -0.09 -0.19
H 7.940 -8.891 17.514 0.30 -0.19 0.52
H 7.660 -10.440 15.567 0.31 -0.50 0.17
O 6.838 -13.335 11.587 0.28 0.34 0.23
S 7.312 -12.656 10.289 0.81 -0.79 -0.52
O 6.500 -11.525 9.890 -0.18 -0.25 0.40
O 8.661 -12.097 10.848 -0.43 -0.31 -0.14
O 7.515 -13.642 9.244 0.03 0.69 0.87
O 9.467 -14.538 11.735 0.11 0.74 -0.51
C 9.256 -15.733 12.114 -0.08 0.39 0.34
N 9.166 -15.966 13.388 0.22 -1.13 0.37
S 9.025 -17.590 13.675 1.37 1.07 0.10
O 10.326 -18.061 14.190 -1.58 0.18 -0.65
O 7.842 -17.782 14.460 0.08 -0.69 -0.14
C 8.864 -18.023 11.928 -0.37 -0.80 -0.28
C 8.573 -19.247 11.319 0.32 1.06 0.00
C 8.569 -19.259 9.927 -0.26 -0.32 -0.14
C 8.719 -18.085 9.202 -0.06 0.28 -1.10
C 8.880 -16.851 9.801 0.75 0.77 0.36
C 9.030 -16.863 11.174 -0.11 -0.21 1.05
H 8.329 -20.127 11.874 0.11 -0.39 0.34
H 8.395 -20.196 9.389 0.06 0.33 0.25
H 8.703 -18.077 8.110 -0.13 -0.37 0.31
H 8.977 -15.892 9.263 -0.21 -0.70 0.21
```
Forces are in eV/Å.



C3H10N | the ωB97M-V functional and the def2-TZVPD basis

Values from the calculation:
* max |F|: 1.0 eV/A
* gap between HOMO and LUMO (spin up / spin down): 0.1891 / 0.3927 Eh
* LUMO energy (spin up / spin down): 1.19 / 0.79 eV
* ⟨S²⟩: 0.751
* total charge: 0
* electronic energy: -174.90153 hartree
* spin multiplicity: 2

XYZ file:
```
14
Properties=species:S:1:pos:R:3:forces:R:3
N -1.400 -0.505 1.886 -0.01 0.51 0.07
H -0.531 -0.927 1.498 -0.37 -0.33 -0.04
H -2.080 -1.167 2.335 0.42 -0.20 0.16
H -1.956 -0.028 1.134 0.21 0.12 -0.06
H -1.068 0.219 2.568 -0.35 -0.03 0.10
C 0.660 1.372 -1.266 -0.53 0.54 -0.34
C 1.286 0.058 -0.976 0.04 -0.67 -0.76
C 0.643 -1.038 -0.584 -0.18 -0.44 -0.82
H 1.295 2.217 -1.021 0.33 0.01 0.10
H -0.272 1.543 -0.723 -0.03 -0.27 0.07
H 0.415 1.493 -2.330 0.15 -0.17 0.12
H 2.294 -0.115 -1.351 0.34 0.47 0.78
H 1.144 -1.992 -0.460 0.19 0.11 -0.08
H -0.429 -1.131 -0.711 -0.21 0.34 0.72
```
Forces are in eV/Å.



C38H63Br2Cl22F3INO7S | the ωB97M-V functional and the def2-TZVPD basis

Values from the calculation:
* max |F|: 3.5 eV/A
* gap between HOMO and LUMO: 0.3346 Eh
* LUMO energy: -0.18 eV
* total charge: 0
* electronic energy: -18334.87749 hartree
* spin multiplicity: 1

XYZ file:
```
138
Properties=species:S:1:pos:R:3:forces:R:3
C 7.915 -1.110 2.632 -1.02 -0.13 -0.18
C 6.551 -1.763 2.477 0.33 -0.52 0.05
O 6.401 -2.953 2.566 -0.25 0.65 0.02
O 5.500 -0.904 2.259 0.23 -0.48 -0.04
C 5.470 -0.382 0.926 -0.35 0.55 -0.45
C 4.627 0.891 0.862 0.34 -0.20 0.19
C 3.171 0.582 0.528 1.01 -0.98 0.44
C 2.465 -0.352 1.525 -1.45 0.57 -0.26
C 1.746 0.342 2.739 0.79 0.25 -0.84
C 2.817 0.348 3.898 -1.12 0.56 1.21
C 2.943 -0.803 4.889 0.79 -0.82 -0.57
O 3.762 -1.655 4.726 -0.38 0.22 0.08
I 1.815 -0.951 6.734 0.17 0.29 -0.10
C 1.564 1.877 2.563 -0.21 1.22 -0.36
O 2.403 2.684 2.255 0.55 -0.36 -0.01
N 0.278 2.294 2.900 0.56 -1.94 -0.22
C -0.295 1.201 3.717 0.87 3.25 -0.84
O 0.258 1.437 4.997 -0.67 -0.70 -0.16
C 0.255 -0.052 2.979 -1.12 0.28 2.48
C -0.242 -1.208 3.868 -0.22 -0.51 0.36
Br -1.658 -0.882 5.154 0.19 0.07 -0.46
C 0.178 -2.468 3.790 0.16 -0.20 -0.20
C 1.197 -2.958 2.819 0.28 -0.89 -0.28
Br -0.513 -3.839 4.917 0.31 0.25 -0.28
S -0.894 -0.207 1.544 -1.31 -2.40 -0.53
O -2.233 -0.258 2.040 -0.36 1.54 0.84
O -0.649 -1.384 0.764 1.73 0.15 -0.54
C -0.879 1.203 0.332 -0.64 -0.09 -0.43
F 0.308 1.596 -0.055 0.51 0.30 0.31
F -1.625 2.201 0.762 0.13 0.60 0.40
F -1.507 0.720 -0.737 -0.13 -0.44 -0.31
H 8.163 -1.133 3.689 0.19 -0.10 0.07
H 7.856 -0.083 2.309 0.27 0.31 -0.10
H 8.612 -1.691 2.042 0.32 0.04 0.10
H 6.474 -0.214 0.534 0.22 0.13 0.29
H 5.008 -1.091 0.231 0.06 -0.40 0.25
H 5.080 1.492 0.082 -0.19 0.29 -0.31
H 4.729 1.478 1.774 0.04 -0.03 0.11
H 2.643 1.482 0.305 -0.32 0.23 0.33
H 3.227 0.037 -0.412 -0.18 -0.21 -0.10
H 3.102 -1.139 1.913 0.29 0.07 -0.02
H 1.685 -0.864 0.965 0.05 -0.04 -0.13
H 2.694 1.256 4.487 -0.20 -0.06 0.23
H 3.782 0.459 3.423 0.13 -0.34 -0.18
H 0.300 3.176 3.391 -0.13 0.32 -0.08
H -1.363 1.374 3.672 -0.22 -0.75 0.31
H -0.495 1.653 5.559 0.17 -0.18 0.38
H 1.132 -4.041 2.789 0.09 -0.11 -0.03
H 2.226 -2.741 3.097 -0.01 0.13 0.29
H 1.042 -2.626 1.799 -0.25 0.26 0.08
Cl 3.513 -6.152 4.156 -0.10 -0.04 0.02
C 5.096 -5.368 4.411 0.09 0.19 0.01
C 6.233 -6.354 4.403 -0.01 -0.13 -0.09
Cl 6.206 -7.433 5.830 0.00 -0.03 0.02
H 5.046 -4.818 5.348 -0.05 -0.06 0.03
H 5.227 -4.654 3.603 0.03 -0.02 -0.04
H 7.180 -5.816 4.431 -0.04 0.04 0.04
H 6.217 -6.977 3.504 -0.14 0.17 0.79
Cl -0.881 4.873 4.909 0.04 -0.05 -0.02
C -2.027 5.016 3.547 0.00 0.09 -0.18
C -3.457 4.917 4.004 -0.09 0.05 -0.02
Cl -3.853 3.277 4.579 0.04 -0.03 0.02
H -1.789 4.240 2.821 0.01 -0.05 0.06
H -1.848 5.985 3.082 -0.02 0.03 0.06
H -4.124 5.135 3.172 0.04 -0.05 -0.04
H -3.669 5.619 4.807 0.04 -0.06 0.06
Cl -5.621 -0.566 -4.264 -0.02 0.03 -0.02
C -4.610 0.140 -2.972 0.14 0.08 0.06
C -4.756 -0.594 -1.665 0.13 -0.01 0.06
Cl -6.370 -0.366 -0.942 -0.04 -0.03 -0.03
H -4.879 1.189 -2.873 -0.10 -0.03 -0.02
H -3.577 0.080 -3.312 0.00 -0.08 0.00
H -4.030 -0.215 -0.948 -0.02 0.05 -0.01
H -4.591 -1.661 -1.786 -0.12 0.09 0.01
Cl 5.518 3.657 -2.037 0.13 -0.11 0.14
C 4.271 3.640 -3.311 0.04 -0.13 0.02
C 2.880 3.484 -2.746 -0.17 0.00 -0.07
Cl 2.546 1.865 -2.046 0.29 0.58 -0.79
H 4.511 2.843 -4.012 0.02 -0.07 0.09
H 4.354 4.590 -3.835 0.00 -0.16 0.27
H 2.155 3.621 -3.541 0.00 0.01 0.00
H 2.684 4.222 -1.971 0.03 -0.06 0.06
Cl -11.124 -3.260 -4.007 -0.07 -0.04 -0.02
C -9.464 -2.873 -3.474 0.08 0.11 0.13
C -8.442 -3.165 -4.540 0.15 0.13 0.03
Cl -8.262 -4.915 -4.839 -0.01 -0.04 -0.03
H -9.263 -3.436 -2.566 -0.03 -0.08 -0.05
H -9.447 -1.812 -3.231 0.02 0.01 -0.07
H -7.469 -2.795 -4.221 -0.03 -0.03 0.08
H -8.698 -2.688 -5.482 -0.06 -0.08 -0.02
Cl 0.345 6.102 -3.246 0.01 -0.07 0.07
C 1.398 7.230 -4.135 -0.01 0.15 0.01
C 1.724 6.724 -5.516 -0.06 0.15 -0.13
Cl 2.778 5.284 -5.471 -0.27 0.32 -0.48
H 2.297 7.388 -3.543 0.00 -0.08 0.01
H 0.863 8.176 -4.205 -0.06 -0.04 -0.04
H 2.257 7.491 -6.074 0.06 0.00 0.05
H 0.824 6.465 -6.067 0.00 -0.09 0.05
Cl -7.259 -4.946 -0.875 -0.06 0.05 -0.02
C -6.089 -6.031 -1.666 -0.05 -0.17 -0.09
C -4.673 -5.681 -1.292 0.04 -0.14 0.05
Cl -4.195 -4.112 -1.989 0.12 -0.08 -0.03
H -6.242 -5.969 -2.742 -0.04 0.11 0.01
H -6.323 -7.044 -1.345 0.04 0.02 0.08
H -3.986 -6.430 -1.684 -0.03 0.02 -0.08
H -4.544 -5.630 -0.214 -0.03 0.12 -0.01
Cl 4.036 -9.192 1.803 0.00 0.03 0.02
C 4.848 -8.804 0.268 -0.08 -0.05 -0.07
C 6.316 -8.528 0.461 0.11 -0.06 -0.16
Cl 6.602 -7.009 1.353 0.11 -0.08 -0.73
H 4.338 -7.953 -0.178 0.01 0.04 0.07
H 4.721 -9.664 -0.388 0.06 -0.02 0.02
H 6.802 -8.423 -0.508 -0.04 0.04 -0.01
H 6.804 -9.333 1.004 -0.04 0.04 0.09
Cl 8.319 3.250 0.537 -0.04 -0.04 0.05
C 9.345 4.354 -0.414 0.01 0.13 -0.01
C 9.656 3.799 -1.779 -0.03 0.08 -0.11
Cl 10.730 2.378 -1.698 -0.01 -0.03 0.00
H 10.250 4.547 0.156 0.01 -0.10 0.01
H 8.796 5.290 -0.514 -0.05 -0.04 -0.05
H 10.171 4.553 -2.372 0.04 0.01 0.05
H 8.750 3.507 -2.305 -0.01 -0.06 0.06
Cl -15.937 -2.733 -7.244 -0.03 0.02 0.00
C -14.882 -2.136 -5.937 0.13 0.05 -0.01
C -15.091 -2.886 -4.648 0.13 -0.03 0.08
Cl -16.685 -2.550 -3.922 -0.03 -0.02 -0.01
H -15.069 -1.073 -5.814 -0.09 -0.02 0.00
H -13.854 -2.268 -6.274 0.00 -0.06 0.03
H -14.341 -2.579 -3.920 0.00 0.05 -0.03
H -15.008 -3.960 -4.794 -0.08 0.00 -0.04
Cl -2.423 8.510 -4.071 0.04 0.05 -0.04
C -3.382 7.724 -2.792 -0.07 -0.16 0.00
C -3.645 8.645 -1.628 -0.10 0.00 0.03
Cl -2.161 9.007 -0.711 0.02 0.01 0.00
H -2.852 6.828 -2.479 0.09 0.06 0.00
H -4.326 7.424 -3.245 -0.02 0.07 0.00
H -4.338 8.169 -0.936 0.02 -0.05 -0.01
H -4.078 9.586 -1.956 0.08 0.03 -0.02
```
Forces are in eV/Å.